Version w
# C2H6N3S

A gas-phase ion, C2H6N3S (charge +1) (wB97M-V/def2-TZVPD, the OMol25 dataset).

Each atom is followed by the atoms it is bonded to, with distances in Å.
Cartesian coordinates (Å):
1 C 1.98 -0.82 0.32  N3 1.231, S6 1.693, H7 1.182
2 C 0.01 -0.85 -0.92  N3 1.448, N4 1.353, H8 1.094, H9 1.119
3 N 1.00 -1.47 -0.06  C1 1.231, C2 1.448
4 N 0.10 0.50 -1.03  C2 1.353, N5 1.528
5 N -0.52 1.20 0.17  N4 1.528, H10 1.016, H11 0.969, H12 0.999
6 S 2.40 0.75 -0.14  C1 1.693
7 H 2.87 -1.36 0.90  C1 1.182
8 H 0.18 -1.24 -1.93  C2 1.094
9 H -0.96 -1.25 -0.54  C2 1.119
10 H -1.52 1.07 0.26  N5 1.016
11 H -0.32 2.15 0.23  N5 0.969
12 H -0.10 0.66 0.90  N5 0.999

Lowest unoccupied orbital energy (alpha / beta)   -3.64 / -7.75 eV
Multiplicity   3
Charge   +1
Frontier orbital gap (alpha / beta)   10.00 / 6.44 eV
<S²>   2.03

***

Version x
# C2H6N3S

A gas-phase ion, C2H6N3S (charge +1) (wB97M-V/def2-TZVPD, the OMol25 dataset).

Each atom is followed by the atoms it is bonded to, with distances in Å.
Cartesian coordinates (Å):
1 C 0.48 0.02 0.55  N3 1.325, N5 1.309
2 C -0.87 0.07 -1.45  N3 1.403, S6 1.867, H7 1.166, H8 1.181
3 N -0.61 0.38 -0.10  C1 1.325, C2 1.403, H9 1.040
4 N 1.50 -1.02 -1.23  S6 1.572, H10 1.009
5 N 0.61 0.26 1.83  C1 1.309, H11 1.045, H12 0.950
6 S 0.76 -0.18 -2.33  C2 1.867, N4 1.572
7 H -1.44 -0.93 -1.58  C2 1.166
8 H -1.25 0.95 -2.14  C2 1.181
9 H -1.35 0.61 0.60  N3 1.040
10 H 2.49 -0.85 -1.20  N4 1.009
11 H -0.20 0.70 2.31  N5 1.045
12 H 1.30 -0.14 2.36  N5 0.950

Lowest unoccupied orbital energy (alpha / beta)   -3.25 / -6.32 eV
Multiplicity   3
Charge   +1
Frontier orbital gap (alpha / beta)   9.59 / 8.51 eV
<S²>   2.01

***

version x has the most favorable energy; the next structure is 0.0486 hartree above.